# C34H35BF5N2O2STi

A structure of composition C34H35BF5N2O2STi (the ωB97M-V functional and the def2-TZVPD basis, the Open Molecules 2025 dataset).

```
! RIJCOSX wB97M-V def2-TZVPD def2/J DEFGRID3
* xyz -1 3
Ti -0.893 -0.025 -0.026
C 2.429 -4.054 1.908
C 2.584 -2.562 1.639
C 2.784 -2.313 0.140
C 1.449 -1.696 2.159
C 0.234 -2.203 2.425
C -0.946 -1.461 2.988
C -0.472 0.913 2.159
C -0.972 2.341 2.170
C 0.955 0.788 2.265
C 1.784 -0.290 2.284
H 3.335 -4.584 1.605
H 1.603 -4.478 1.333
H 2.243 -4.262 2.963
H 3.489 -2.221 2.156
H 1.911 -2.672 -0.416
H 3.657 -2.854 -0.232
H 2.892 -1.253 -0.090
H 0.076 -3.262 2.258
H -1.807 -2.134 2.890
H -0.841 2.755 3.177
H -2.023 2.413 1.909
H -0.413 2.965 1.470
H 1.462 1.750 2.278
H 2.846 -0.066 2.278
F 0.313 -6.517 -1.584
C 0.044 -5.220 -1.783
C -0.466 -4.441 -0.760
F -0.700 -4.980 0.442
C -0.715 -3.107 -1.002
F -1.181 -2.361 0.044
C -0.512 -2.472 -2.221
S -0.910 -0.787 -2.464
C 0.002 -3.296 -3.225
F 0.245 -2.798 -4.442
C 0.277 -4.635 -3.018
F 0.773 -5.382 -4.013
C -4.963 2.563 -2.984
C -3.574 2.606 -2.953
C -2.873 2.039 -1.904
C -3.547 1.390 -0.858
C -4.946 1.360 -0.886
C -5.634 1.943 -1.939
N -2.776 0.809 0.150
N -3.491 0.536 1.276
C -2.815 0.057 2.275
C -3.609 -0.256 3.459
C -3.205 -0.579 4.704
C -1.849 -0.787 5.200
C -0.807 -1.173 4.457
C -1.356 -0.172 2.265
H -5.514 3.012 -3.801
H -3.026 3.097 -3.748
H -1.793 2.114 -1.869
H -5.482 0.875 -0.084
H -6.718 1.902 -1.943
H -4.673 -0.128 3.287
H -3.983 -0.671 5.456
H -1.707 -0.627 6.264
H 0.176 -1.275 4.905
C 4.202 2.026 -1.351
C 2.760 1.868 -1.800
C 2.702 1.148 -3.145
O 2.067 1.045 -0.846
B 0.723 1.445 -0.801
O 0.604 2.671 -1.456
C 1.916 3.168 -1.775
C 2.321 4.112 -0.647
C 1.849 3.921 -3.091
H 4.703 1.057 -1.397
H 4.259 2.389 -0.326
H 4.743 2.719 -2.000
H 3.158 0.163 -3.032
H 3.243 1.694 -3.920
H 1.669 0.998 -3.462
H 2.367 3.576 0.302
H 1.569 4.897 -0.558
H 3.290 4.579 -0.832
H 1.422 3.300 -3.876
H 2.842 4.251 -3.404
H 1.218 4.802 -2.973
*
```

Results
HOMO level (alpha / beta) in hartree: -0.1293 / -0.1477
ΔE to the lowest compared entry with this formula, charge and spin in kJ/mol: 125.2
LUMO energy (alpha / beta) in eV: 2.52 / 2.34

# C34H35F4N5

A cluster of 9 separate species, C34H35F4N5 in total at a distorted geometry (the ωB97M-V functional and the def2-TZVPD basis, the Open Molecules 2025 dataset).

```
! RIJCOSX wB97M-V def2-TZVPD def2/J DEFGRID3
* xyz 0 1
F 4.774 1.004 2.123
C 5.335 1.092 3.293
C 4.563 1.338 4.443
C 5.153 1.424 5.714
C 6.538 1.303 5.813
C 7.332 1.082 4.695
C 6.746 1.053 3.429
H 3.493 1.459 4.372
H 4.491 1.550 6.558
H 7.028 1.247 6.774
H 8.397 0.947 4.809
H 7.353 1.010 2.536
F 0.228 5.067 3.714
C -1.074 5.275 3.972
C -2.035 5.040 2.957
C -3.378 5.320 3.230
C -3.773 5.735 4.468
C -2.798 5.943 5.503
C -1.428 5.772 5.248
H -1.768 4.653 1.985
H -4.128 5.126 2.477
H -4.808 5.901 4.726
H -3.230 6.329 6.414
H -0.676 6.050 5.972
F 0.054 -3.560 5.249
C -0.011 -2.316 5.790
C -0.396 -1.230 5.036
C -0.445 0.080 5.506
C -0.092 0.288 6.821
C 0.473 -0.758 7.621
C 0.451 -2.096 7.103
H -0.636 -1.479 4.013
H -0.848 0.854 4.869
H -0.090 1.276 7.257
H 0.879 -0.576 8.605
H 0.846 -2.887 7.724
F -1.426 -3.102 -4.161
C -0.969 -2.312 -3.174
C 0.369 -1.783 -3.193
C 0.794 -0.846 -2.239
C -0.123 -0.560 -1.206
C -1.392 -1.135 -1.106
C -1.877 -1.920 -2.179
H 1.060 -2.105 -3.958
H 1.778 -0.402 -2.286
H 0.157 0.252 -0.551
H -1.940 -0.910 -0.203
H -2.846 -2.395 -2.140
C 6.872 0.327 -4.312
C 5.953 1.494 -4.305
N 5.235 2.391 -4.306
H 6.920 -0.112 -3.316
H 7.821 0.687 -4.710
H 6.453 -0.411 -4.997
C -2.966 -0.753 -7.221
C -3.202 -2.027 -7.934
N -3.503 -2.974 -8.545
H -2.956 0.092 -7.909
H -1.992 -0.767 -6.733
H -3.741 -0.602 -6.470
C 3.790 0.078 -10.843
C 3.714 -0.435 -9.450
N 3.628 -0.826 -8.370
H 4.404 -0.611 -11.424
H 4.189 1.090 -10.787
H 2.840 0.082 -11.378
C -5.448 -6.699 -5.642
C -6.500 -7.630 -5.235
N -7.323 -8.367 -4.888
H -4.633 -7.220 -6.144
H -5.073 -6.095 -4.817
H -5.976 -6.049 -6.340
C -7.767 -1.270 1.755
C -6.763 -0.351 2.293
N -5.966 0.388 2.667
H -7.611 -2.207 2.289
H -7.746 -1.453 0.681
H -8.759 -0.869 1.966
*
```

Results
HOMO level in hartree: -0.3342
SMILES string: Fc1ccccc1.Fc1ccccc1.Fc1ccccc1.Fc1ccccc1.CC#N.CC#N.CC#N.CC#N.CC#N
ΔE to the lowest compared entry with this formula, charge and spin in kJ/mol: 243.4
LUMO energy in eV: 0.35

# C34H35GeN6O5S2W

A structure of composition C34H35GeN6O5S2W at a distorted geometry (the ωB97M-V functional and the def2-TZVPD basis, the Open Molecules 2025 dataset).

```
! RIJCOSX wB97M-V def2-TZVPD def2/J DEFGRID3
* xyz 2 4
W -0.053 -0.417 0.379
N 1.183 3.375 1.980
C 0.944 2.258 1.259
S -0.767 1.711 1.272
N 1.940 1.646 0.696
N 1.665 0.480 0.025
C 2.641 0.007 -0.737
C 2.532 -1.159 -1.548
C 3.612 -1.492 -2.393
C 3.560 -2.582 -3.226
C 2.426 -3.396 -3.250
C 1.353 -3.113 -2.426
C 1.397 -2.019 -1.580
O 0.350 -1.790 -0.753
H 0.402 3.988 2.149
H 2.089 3.809 1.868
H 3.568 0.571 -0.744
H 4.489 -0.856 -2.384
H 4.398 -2.813 -3.869
H 2.380 -4.244 -3.920
H 0.460 -3.724 -2.427
C 1.201 1.060 6.149
C 1.650 0.860 4.707
S 0.614 -0.362 3.901
O 1.028 -0.446 2.462
O -0.762 -0.006 4.079
C 0.993 -1.992 4.633
C -0.125 -3.062 4.523
N -1.000 -2.855 3.357
C -0.452 -2.645 2.140
N -1.240 -1.841 1.404
C -2.382 -1.630 2.135
C -2.248 -2.238 3.334
N -3.203 -2.187 4.402
O -2.877 -2.620 5.493
O -4.273 -1.705 4.124
C 0.793 -3.325 1.679
H 1.584 2.008 6.522
H 1.575 0.274 6.804
H 0.114 1.098 6.209
H 2.685 0.528 4.607
H 1.500 1.749 4.093
H 1.227 -1.795 5.680
H 1.902 -2.300 4.116
H -0.752 -3.066 5.403
H 0.343 -4.042 4.440
H -3.217 -1.050 1.780
H 1.048 -4.129 2.369
H 1.651 -2.655 1.610
H 0.619 -3.777 0.706
C 0.513 -0.934 -5.868
C -0.489 -1.456 -5.061
C -0.714 -0.919 -3.806
C 0.040 0.166 -3.355
C 1.053 0.678 -4.165
C 1.280 0.133 -5.419
Ge -0.565 1.029 -1.672
C -0.013 2.920 -1.664
C 1.305 3.296 -1.927
C 1.650 4.636 -2.019
C 0.685 5.614 -1.824
C -0.617 5.252 -1.508
C -0.962 3.912 -1.419
C -2.555 0.849 -1.728
C -3.388 1.753 -2.383
C -4.761 1.552 -2.402
C -5.324 0.465 -1.754
C -4.508 -0.464 -1.125
C -3.134 -0.276 -1.132
H 0.694 -1.355 -6.849
H -1.099 -2.277 -5.416
H -1.501 -1.328 -3.181
H 1.639 1.528 -3.843
H 2.042 0.560 -6.058
H 2.071 2.539 -2.050
H 2.667 4.919 -2.259
H 0.954 6.659 -1.907
H -1.364 6.017 -1.345
H -1.975 3.634 -1.154
H -2.961 2.613 -2.885
H -5.393 2.256 -2.927
H -6.397 0.325 -1.754
H -4.945 -1.333 -0.648
H -2.497 -1.052 -0.727
*
```

Results
HOMO level (alpha / beta) in hartree: -0.4921 / -0.5050
ΔE to the lowest compared entry with this formula, charge and spin in kJ/mol: 162.1
LUMO energy (alpha / beta) in eV: -6.70 / -8.51

# C34H35GeN6O5S2W

A structure of composition C34H35GeN6O5S2W at a distorted geometry (the ωB97M-V functional and the def2-TZVPD basis, the Open Molecules 2025 dataset).

```
! RIJCOSX wB97M-V def2-TZVPD def2/J DEFGRID3
* xyz 2 4
W -0.326 0.051 -0.293
N -0.875 1.937 3.709
C -0.583 1.572 2.443
S -1.072 -0.068 2.018
N -0.038 2.444 1.664
N 0.264 2.000 0.370
C 0.765 2.949 -0.373
C 1.211 2.847 -1.735
C 1.768 3.978 -2.349
C 2.212 3.907 -3.653
C 2.105 2.710 -4.360
C 1.556 1.578 -3.779
C 1.107 1.656 -2.469
O 0.567 0.560 -1.899
H -1.082 1.232 4.395
H -0.502 2.814 4.040
H 0.870 3.916 0.114
H 1.853 4.903 -1.793
H 2.640 4.777 -4.130
H 2.453 2.663 -5.383
H 1.463 0.647 -4.319
C -5.089 3.864 -0.807
C -3.774 3.218 -0.395
S -3.511 1.627 -1.117
O -2.244 1.141 -0.523
O -3.592 1.666 -2.544
C -4.813 0.576 -0.487
C -4.876 -0.784 -1.195
N -3.534 -1.377 -1.301
C -2.821 -1.787 -0.220
N -1.517 -1.850 -0.507
C -1.382 -1.467 -1.841
C -2.640 -1.199 -2.329
N -2.976 -0.906 -3.707
O -4.139 -1.005 -4.035
O -2.032 -0.635 -4.414
C -3.429 -2.191 1.071
H -5.032 4.929 -0.592
H -5.930 3.460 -0.248
H -5.271 3.748 -1.875
H -3.661 3.084 0.682
H -2.908 3.781 -0.757
H -5.753 1.102 -0.648
H -4.631 0.491 0.586
H -5.273 -0.694 -2.202
H -5.512 -1.461 -0.628
H -0.548 -1.800 -2.444
H -4.065 -3.063 0.909
H -4.033 -1.404 1.521
H -2.640 -2.466 1.767
C 1.875 -5.888 1.631
C 2.843 -5.008 2.092
C 2.651 -3.640 1.970
C 1.484 -3.137 1.380
C 0.526 -4.031 0.911
C 0.721 -5.398 1.040
Ge 1.543 -1.219 1.157
C 2.154 -0.303 2.745
C 2.152 -0.981 3.969
C 2.558 -0.346 5.132
C 2.965 0.981 5.094
C 2.958 1.673 3.891
C 2.553 1.036 2.729
C 2.686 -0.853 -0.413
C 3.773 0.007 -0.291
C 4.752 0.001 -1.278
C 4.626 -0.823 -2.385
C 3.527 -1.666 -2.513
C 2.549 -1.673 -1.535
H 2.023 -6.954 1.729
H 3.749 -5.384 2.548
H 3.429 -2.976 2.325
H -0.379 -3.668 0.444
H -0.029 -6.086 0.672
H 1.826 -2.011 4.027
H 2.564 -0.888 6.067
H 3.289 1.474 6.000
H 3.274 2.707 3.857
H 2.559 1.600 1.804
H 3.897 0.648 0.577
H 5.621 0.637 -1.171
H 5.391 -0.817 -3.149
H 3.444 -2.325 -3.368
H 1.715 -2.360 -1.622
*
```

Results
HOMO level (alpha / beta) in hartree: -0.4821 / -0.4997
ΔE to the lowest compared entry with this formula, charge and spin in kJ/mol: 97.8
LUMO energy (alpha / beta) in eV: -6.76 / -7.77

# C34H35MoN2P2S2Si

A structure of composition C34H35MoN2P2S2Si at a distorted geometry (the ωB97M-V functional and the def2-TZVPD basis, the Open Molecules 2025 dataset).

```
! RIJCOSX wB97M-V def2-TZVPD def2/J DEFGRID3
* xyz 1 3
Mo 12.592 11.489 11.573
S 12.056 9.119 11.786
P 11.655 9.854 13.672
C 11.995 11.494 13.559
P 11.116 12.969 13.566
S 11.455 13.609 11.628
C 9.319 12.801 13.898
C 8.368 13.244 12.993
C 7.035 13.169 13.275
C 6.657 12.707 14.529
C 7.600 12.312 15.457
C 8.930 12.319 15.163
C 11.724 14.150 14.830
C 12.993 13.931 15.362
C 13.469 14.643 16.438
C 12.639 15.542 17.081
C 11.378 15.778 16.575
C 10.943 15.094 15.454
C 12.717 9.005 14.809
C 13.508 9.748 15.686
C 14.245 9.074 16.621
C 14.178 7.696 16.660
C 13.497 6.932 15.698
C 12.706 7.587 14.773
C 9.936 9.356 14.114
C 9.636 8.995 15.401
C 8.330 8.700 15.773
C 7.359 8.720 14.761
C 7.656 9.004 13.408
C 8.948 9.324 13.082
H 8.680 13.597 12.058
H 6.286 13.468 12.546
H 5.580 12.648 14.744
H 7.263 11.994 16.444
H 9.672 12.097 15.939
H 13.621 13.115 14.951
H 14.470 14.410 16.792
H 12.872 16.043 18.036
H 10.774 16.552 17.038
H 9.937 15.298 15.032
H 13.459 10.831 15.660
H 14.855 9.565 17.322
H 14.639 7.197 17.468
H 13.473 5.856 15.679
H 12.096 7.109 14.047
H 10.327 8.888 16.212
H 8.094 8.431 16.781
H 6.378 8.430 15.070
H 6.887 8.959 12.707
H 9.238 9.623 12.094
C 10.393 11.285 8.317
C 11.858 11.095 8.248
C 12.547 10.759 7.102
C 13.908 10.675 7.084
C 14.694 10.922 8.216
C 13.929 11.229 9.373
N 12.590 11.349 9.348
N 14.382 11.453 10.677
Si 15.983 11.766 11.408
C 15.837 12.529 13.129
C 16.974 12.796 10.192
C 16.801 10.125 11.635
H 9.972 11.292 7.321
H 10.242 12.220 8.891
H 9.864 10.435 8.874
H 12.006 10.473 6.183
H 14.442 10.524 6.157
H 15.753 10.910 8.191
H 15.317 13.492 13.168
H 16.875 12.728 13.403
H 15.324 11.820 13.815
H 16.462 13.643 9.775
H 17.296 12.157 9.420
H 17.929 13.035 10.752
H 16.546 9.702 12.633
H 17.858 10.183 11.566
H 16.421 9.422 10.861
*
```

Results
HOMO level (alpha / beta) in hartree: -0.3878 / -0.4074
LUMO energy (alpha / beta) in eV: -3.52 / -3.14

# C34H36AsBCl2N11O6SZr

A structure of composition C34H36AsBCl2N11O6SZr (the ωB97M-V functional and the def2-TZVPD basis, the Open Molecules 2025 dataset).

```
! RIJCOSX wB97M-V def2-TZVPD def2/J DEFGRID3
* xyz 2 2
Zr 0.350 -0.494 0.688
C 2.400 2.979 0.051
C 0.991 2.942 0.552
C 0.291 4.105 0.855
C -0.944 3.697 1.300
N -0.985 2.361 1.256
N 0.212 1.863 0.794
B -2.110 1.385 1.615
N -2.421 0.601 0.262
C -3.562 0.615 -0.439
C -3.337 0.059 -1.681
C -1.984 -0.269 -1.704
C -1.229 -0.804 -2.878
N -1.436 0.064 -0.519
N -1.548 0.480 2.779
C -2.131 0.365 3.981
C -1.299 -0.347 4.812
C -0.186 -0.658 4.044
C 0.896 -1.568 4.538
N -0.321 -0.128 2.815
N -3.402 1.981 2.099
C -4.564 1.303 2.345
C -5.395 2.133 3.040
C -4.659 3.330 3.207
C -5.087 4.589 3.887
N -3.467 3.223 2.652
H 3.038 3.401 0.830
H 2.455 3.657 -0.803
H 2.811 2.025 -0.243
H 0.653 5.115 0.768
H -1.800 4.241 1.659
H -4.456 1.055 -0.037
H -4.045 -0.048 -2.485
H -1.849 -1.516 -3.423
H -0.302 -1.292 -2.598
H -1.002 0.015 -3.565
H -3.085 0.821 4.184
H -1.465 -0.599 5.845
H 0.729 -1.692 5.609
H 2.827 -1.662 4.694
H 0.764 -2.549 4.068
H -4.696 0.277 2.040
H -6.393 1.921 3.384
H -6.074 4.470 4.330
H -5.129 5.416 3.180
H -4.386 4.859 4.676
O -1.937 -3.634 -0.954
As -0.650 -3.132 0.068
O -1.134 -2.016 1.216
O 0.505 -2.156 -0.693
C 0.096 -4.771 0.669
C -0.648 -5.933 0.538
C -0.111 -7.147 0.961
C 1.160 -7.204 1.505
C 1.924 -6.048 1.639
C 1.374 -4.845 1.239
S 2.409 -3.388 1.424
O 2.193 -1.059 4.289
O 3.487 -3.696 2.328
O 1.526 -2.256 1.769
H -2.603 -2.934 -1.058
H -1.636 -5.898 0.101
H -0.695 -8.051 0.856
H 1.573 -8.150 1.826
H 2.920 -6.086 2.059
Cl 2.215 2.285 3.566
C 3.520 1.252 3.068
Cl 3.133 0.231 1.607
H 3.741 0.543 3.852
H 4.375 1.842 2.761
C 3.419 -0.120 -2.689
C 2.699 -0.440 -1.557
N 1.570 0.199 -1.217
C 1.108 1.146 -2.044
C 1.738 1.508 -3.226
C 2.940 0.872 -3.530
C 1.139 2.566 -4.062
C 1.206 2.635 -5.388
C 1.845 1.624 -6.271
C 1.349 0.334 -6.388
C 2.034 -0.521 -7.237
N 3.114 -0.139 -7.909
C 3.496 1.123 -7.737
N 2.917 2.026 -6.951
H 4.343 -0.637 -2.903
H 3.039 -1.228 -0.895
H 0.198 1.646 -1.741
H 3.502 1.161 -4.409
H 0.620 3.353 -3.526
H 0.780 3.496 -5.891
H 0.462 0.017 -5.856
H 1.706 -1.544 -7.387
H 4.369 1.449 -8.290
*
```

Results
HOMO level (alpha / beta) in hartree: -0.4962 / -0.4962
ΔE to the lowest compared entry with this formula, charge and spin in kJ/mol: 0.0
LUMO energy (alpha / beta) in eV: -5.88 / -8.21

Number 4 is which compound? C34H35GeN6O5S2W